No. 1
Entry from the Open Molecules 2025 dataset: a 12-piece molecular cluster, C19H56F6N11O21S2 overall (the ωB97M-V functional and the def2-TZVPD basis).

Structure (ORCA input):
```
! wB97M-V def2-TZVPD RIJCOSX def2/J DEFGRID3
* xyz -1 1
C 3.862 -23.635 -0.597
F 3.883 -24.568 0.365
F 2.794 -22.870 -0.558
F 4.932 -22.891 -0.403
S 3.977 -24.496 -2.340
O 4.964 -25.560 -2.282
O 2.659 -25.060 -2.555
N 4.299 -23.135 -3.417
S 5.857 -23.242 -3.579
O 6.637 -23.118 -2.365
O 6.379 -24.236 -4.526
C 6.199 -21.521 -4.283
F 5.498 -21.327 -5.402
F 5.809 -20.619 -3.383
F 7.490 -21.380 -4.562
C 0.058 -27.717 -4.662
O -0.563 -28.757 -4.875
N -0.355 -26.522 -5.239
N 1.095 -27.525 -3.865
H -1.181 -26.689 -5.787
H 0.248 -25.722 -5.221
H 1.549 -26.636 -3.758
H 1.432 -28.296 -3.306
C 3.109 -26.676 -6.660
O 3.514 -27.833 -6.709
N 3.312 -25.790 -5.668
N 2.280 -26.156 -7.586
H 3.072 -24.805 -5.573
H 3.903 -26.153 -4.933
H 1.896 -26.780 -8.276
H 1.905 -25.225 -7.608
C 7.646 -22.142 2.242
O 8.485 -22.472 3.064
N 7.471 -20.890 1.731
N 6.605 -22.939 1.845
H 8.215 -20.253 1.957
H 6.606 -20.684 1.272
H 6.254 -23.826 2.158
H 6.040 -22.575 1.100
C 10.709 -17.787 -4.389
O 11.685 -17.909 -3.658
N 9.999 -18.791 -4.914
N 10.308 -16.565 -4.809
H 9.972 -19.730 -4.562
H 9.524 -18.584 -5.775
H 10.816 -15.798 -4.406
H 9.462 -16.463 -5.338
C 7.939 -28.160 -3.653
O 7.643 -27.934 -4.827
N 9.238 -28.456 -3.355
N 7.147 -28.143 -2.573
H 9.978 -28.275 -4.004
H 9.429 -28.792 -2.426
H 7.697 -28.292 -1.747
H 6.185 -27.867 -2.662
C 5.380 -22.252 -8.762
C 4.640 -23.523 -8.376
O 4.480 -24.418 -9.481
O 6.202 -22.315 -9.932
H 6.026 -21.998 -7.921
H 4.714 -21.416 -8.991
H 3.685 -23.332 -7.889
H 5.344 -24.124 -7.794
H 4.139 -25.284 -9.248
H 5.983 -23.172 -10.323
C 2.911 -27.993 -1.086
C 3.817 -28.271 0.101
O 5.111 -28.739 -0.301
O 2.409 -29.154 -1.718
H 3.329 -27.452 -1.936
H 2.041 -27.354 -0.889
H 3.400 -29.074 0.714
H 3.956 -27.363 0.686
H 4.971 -29.560 -0.785
H 1.631 -29.598 -1.373
C 8.320 -26.266 0.217
C 8.779 -25.427 -0.938
O 10.106 -24.950 -0.692
O 9.050 -27.488 0.441
H 7.242 -26.452 0.260
H 8.393 -25.606 1.091
H 8.138 -24.579 -1.192
H 8.786 -26.017 -1.861
H 10.414 -24.747 -1.580
H 8.565 -27.844 1.193
C 2.150 -20.877 -4.241
C 1.723 -22.251 -4.935
O 2.759 -23.014 -5.525
O 2.731 -21.105 -2.972
H 1.161 -20.443 -4.080
H 2.862 -20.251 -4.782
H 0.924 -21.973 -5.626
H 1.223 -22.890 -4.201
H 3.459 -23.035 -4.834
H 3.366 -21.839 -3.075
C 4.223 -19.057 0.001
C 3.421 -17.758 0.063
O 4.201 -16.562 0.260
O 4.580 -19.589 1.257
H 5.118 -18.640 -0.470
H 3.794 -19.833 -0.628
H 2.450 -17.699 0.559
H 3.163 -17.679 -1.001
H 3.921 -15.909 -0.382
H 3.727 -19.773 1.667
C -0.549 -22.073 -2.027
C -0.327 -22.090 -0.552
O -0.945 -20.952 0.045
O -1.888 -22.387 -2.455
H 0.081 -22.849 -2.462
H -0.194 -21.114 -2.407
H 0.720 -21.984 -0.264
H -0.506 -23.074 -0.105
H -1.870 -21.166 0.197
H -2.540 -21.776 -2.101
*
```

Values from the calculation:
- Frontier orbital gap: 8.86 eV
- ΔE to the lowest compared entry with this formula, charge and spin: 3.273 eV
- LUMO energy: 1.639 eV
- Maximum force: 6.0 eV Å⁻¹
- Calculated total energy: -117976.14698 eV
- Highest occupied orbital energy: -7.22 eV

Atomic partial charges in e from the Löwdin method, atoms 1 to 4: -0.6306 0.1440 0.1599 0.1192

No. 2
Entry from the Open Molecules 2025 dataset: a 9-piece molecular cluster, C19H56N2O9 overall (the ωB97M-V functional and the def2-TZVPD basis).

Structure (ORCA input):
```
! wB97M-V def2-TZVPD RIJCOSX def2/J DEFGRID3
* xyz 0 1
N 8.585 9.854 11.363
C 9.505 10.906 11.443
N 10.750 10.695 10.977
O 9.138 11.963 11.941
H 8.889 8.994 10.944
H 7.595 10.020 11.632
H 11.044 9.855 10.474
H 11.405 11.463 10.992
C 10.853 9.218 14.131
C 11.367 10.453 14.813
C 11.544 10.256 16.279
O 12.615 10.863 14.178
H 9.857 8.934 14.451
H 11.445 8.358 14.448
H 10.884 9.263 13.040
H 10.711 11.302 14.684
H 11.927 11.202 16.754
H 12.335 9.561 16.503
H 10.592 9.891 16.716
H 13.274 10.252 14.519
C 12.530 7.951 8.382
C 11.212 7.327 8.802
C 11.202 6.423 9.978
O 10.288 8.346 9.131
H 13.179 7.289 7.894
H 12.987 8.371 9.306
H 12.380 8.799 7.637
H 10.750 6.820 7.946
H 11.703 5.405 9.747
H 10.195 6.206 10.222
H 11.703 6.905 10.846
H 10.159 8.967 8.396
C 13.286 13.499 11.081
C 12.789 13.711 12.497
C 13.843 14.277 13.365
O 11.740 14.637 12.462
H 13.635 14.315 10.517
H 12.484 13.040 10.544
H 14.163 12.839 11.089
H 12.510 12.748 12.931
H 14.758 13.686 13.501
H 13.399 14.224 14.373
H 14.146 15.263 13.079
H 11.164 14.471 11.695
C 5.078 10.709 9.658
C 5.363 12.006 8.872
C 6.778 12.525 9.237
O 5.330 11.697 7.477
H 4.088 10.311 9.361
H 5.154 10.789 10.745
H 5.876 10.047 9.324
H 4.624 12.711 9.113
H 7.551 11.894 8.912
H 6.882 12.700 10.312
H 7.010 13.417 8.687
H 4.556 12.087 7.092
C 10.627 14.270 15.542
C 9.168 14.151 15.812
C 8.398 14.130 14.519
O 8.800 12.907 16.465
H 10.956 13.736 14.656
H 11.169 13.780 16.435
H 10.911 15.326 15.403
H 8.785 14.979 16.364
H 8.363 15.112 14.106
H 7.418 13.745 14.772
H 8.801 13.347 13.860
H 8.964 13.033 17.409
C 9.122 15.405 10.783
O 9.517 14.096 10.401
H 9.617 16.075 10.052
H 8.038 15.508 10.735
H 9.368 15.610 11.847
H 9.369 13.473 11.138
C 9.857 11.718 7.227
O 9.090 10.574 7.634
H 9.815 12.520 7.942
H 10.889 11.403 7.064
H 9.527 12.111 6.283
H 8.245 10.644 7.242
C 6.879 9.995 16.544
O 8.030 10.304 15.741
H 6.436 10.951 16.924
H 6.126 9.415 16.012
H 7.231 9.467 17.441
H 8.387 11.227 15.780
*
```

Values from the calculation:
- Frontier orbital gap: 10.22 eV
- ΔE to the lowest compared entry with this formula, charge and spin: 0.000 eV
- LUMO energy: 0.681 eV
- Maximum force: 2.9 eV Å⁻¹
- Calculated total energy: -42018.12325 eV
- Highest occupied orbital energy: -9.54 eV
- SMILES string: NC(N)=O.CC(C)O.CC(C)O.CC(C)O.CC(C)O.CC(C)O.CO.CO.CO

Atomic partial charges in e from the Löwdin method, atoms 1 to 4: 0.1766 -0.6328 0.2046 -0.0108

No. 3
Entry from the Open Molecules 2025 dataset: C19H59AgBNO14S8 as an isolated structure (the ωB97M-V functional and the def2-TZVPD basis).

Structure (ORCA input):
```
! wB97M-V def2-TZVPD RIJCOSX def2/J DEFGRID3
* xyz 1 2
Ag 0.750 1.935 0.458
B 0.290 -0.167 -0.196
H -0.269 0.164 0.666
H 1.331 0.049 -0.017
H 0.131 -1.195 -0.484
H -0.077 0.470 -0.986
C 2.804 -2.018 0.783
N 4.037 -2.926 0.874
O 3.878 -4.143 0.777
O 5.117 -2.398 0.929
H 2.685 -1.870 -0.291
H 3.063 -1.094 1.301
H 1.948 -2.529 1.221
C -1.477 5.221 0.028
S -2.319 3.934 0.970
O -1.341 2.734 0.796
C -1.890 4.665 2.579
H -2.251 5.980 -0.085
H -1.139 4.868 -0.946
H -0.678 5.673 0.616
H -2.202 3.904 3.294
H -2.605 5.482 2.679
H -0.813 4.807 2.666
C 4.568 2.935 -2.490
S 3.679 1.562 -1.742
O 2.628 2.060 -0.750
C 5.136 0.903 -0.820
H 4.785 3.684 -1.728
H 3.925 3.372 -3.254
H 5.474 2.639 -3.017
H 4.836 0.797 0.223
H 5.991 1.573 -0.732
H 5.370 -0.046 -1.302
C -0.117 -1.075 3.394
S -0.452 0.731 3.832
O 0.033 1.506 2.589
C -2.280 0.523 3.559
H -0.447 -1.424 2.415
H -0.454 -1.832 4.101
H 0.955 -1.249 3.299
H -2.816 1.394 3.181
H -2.769 0.198 4.478
H -2.339 -0.204 2.750
C -2.205 -1.740 -4.799
S -0.706 -2.338 -5.601
O 0.029 -1.092 -6.104
C 0.172 -2.717 -3.973
H -2.033 -0.770 -4.332
H -2.600 -2.413 -4.038
H -3.008 -1.672 -5.533
H 0.170 -1.824 -3.348
H 1.147 -3.174 -4.140
H -0.328 -3.483 -3.381
C -1.522 -3.514 -0.759
S -2.548 -4.918 -1.452
O -2.523 -4.762 -2.958
C -1.255 -6.156 -0.996
H -1.808 -2.668 -1.383
H -0.447 -3.641 -0.887
H -1.801 -3.292 0.271
H -1.542 -7.135 -1.380
H -1.149 -6.134 0.088
H -0.357 -5.915 -1.565
C -1.964 2.174 -3.130
S -0.289 2.873 -2.993
O 0.277 2.852 -1.557
C 0.651 1.654 -4.081
H -1.962 1.255 -2.545
H -2.103 1.770 -4.133
H -2.783 2.831 -2.836
H 1.722 1.631 -3.879
H 0.491 1.839 -5.143
H 0.442 0.606 -3.868
O -7.111 -3.089 -0.211
S -6.987 -1.891 0.617
O -7.669 -1.863 1.931
O -5.401 -1.527 0.861
C -4.544 -1.655 -0.229
C -3.734 -0.363 -0.145
C -7.455 -0.376 -0.364
H -5.113 -1.636 -1.158
H -3.928 -2.555 -0.230
H -4.283 0.533 -0.436
H -2.821 -0.344 -0.740
H -3.289 -0.143 0.826
H -6.697 -0.159 -1.117
H -7.581 0.384 0.406
H -8.415 -0.510 -0.863
O 4.802 3.065 2.510
S 3.718 2.093 2.781
O 2.627 1.872 1.830
O 4.433 0.588 2.996
C 5.656 0.580 3.813
C 6.349 -0.830 3.709
C 3.053 2.398 4.439
H 5.384 0.771 4.851
H 6.168 1.516 3.587
H 5.595 -1.595 3.521
H 6.736 -1.215 4.653
H 6.991 -0.968 2.839
H 3.865 2.473 5.162
H 2.456 1.501 4.608
H 2.347 3.226 4.375
*
```

Values from the calculation:
- Frontier orbital gap (spin up / spin down): 8.77 / 4.95 eV
- LUMO energy (spin up / spin down): -2.035 / -5.856 eV
- Maximum force: 4.6 eV Å⁻¹
- Calculated total energy: -142150.44548 eV
- Highest occupied orbital energy (spin up / spin down): -10.81 / -10.80 eV

Atomic partial charges in e from the Löwdin method, atoms 1 to 4: 1.0476 -0.4753 -0.0624 -0.0440